The following is a quantum chemistry calculation of the molecule C5H12NPS at a distorted geometry, from OMol25.

CARTESIAN COORDINATES (ANGSTROEM)
C  -0.24360  -2.23554  0.26733
C  -0.06708  -1.16302  -0.74385
N  0.42741  0.11855  -0.23983
C  0.06869  0.73157  0.93598
C  -1.40863  0.69218  1.33074
P  0.85713  1.06041  -1.65532
C  1.72299  2.26602  -0.71868
S  2.03892  3.84943  -0.89299
H  -0.01159  -3.32957  -0.12691
H  0.52870  -2.04256  1.06986
H  -1.25208  -2.25383  0.71421
H  0.65738  -1.59878  -1.42573
H  -0.96932  -0.92201  -1.31618
H  0.39831  1.77644  1.03191
H  0.63662  0.39957  1.76864
H  -1.59592  1.51943  2.16273
H  -2.11144  0.66284  0.52396
H  -1.74533  -0.25396  1.88497
H  2.08658  0.47094  -2.12673
H  -0.01775  0.25190  -2.44412

Properties
Relative energy (zero: lowest compared OMol25 entry of this formula, charge and spin), eV: 4.145
Kohn-Sham gap, eV: 7.042
SMILES string: CCN(CC)[PH2]=C=S
Net charge: 0
Multiplicity: 1

---

The following is a quantum chemistry calculation of a cluster of 10 separate species, C31H49Cl3O30S3 in total at a distorted geometry, from OMol25.

CARTESIAN COORDINATES (ANGSTROEM)
C  -5.25920  -6.47362  23.85577
C  -3.80368  -6.05579  23.95541
C  -3.61773  -4.60162  24.38828
O  -2.44384  -4.68858  25.28262
C  -2.26621  -5.96709  25.68777
O  -1.48358  -6.23844  26.58260
O  -3.18259  -6.77675  25.08656
H  -5.74172  -6.72717  24.79969
H  -5.17333  -7.39054  23.27270
H  -5.91549  -5.80182  23.30254
H  -3.28106  -6.22015  23.01310
H  -4.45666  -4.22078  24.97074
H  -3.37559  -3.84515  23.64181
C  -7.41838  -6.46162  17.04736
C  -7.69323  -6.27971  18.47452
C  -7.14443  -7.30297  19.38550
O  -6.57631  -6.54887  20.42075
C  -6.65655  -5.23175  20.18247
O  -6.20835  -4.38091  20.89414
O  -7.09498  -5.08383  18.89442
H  -8.14292  -5.94781  16.41558
H  -7.36319  -7.52409  16.81027
H  -6.49922  -5.92216  16.81880
H  -8.77390  -6.13737  18.47499
H  -6.28008  -7.82804  18.97894
H  -7.84940  -8.05001  19.75023
C  -6.70205  -10.77980  24.46538
C  -5.43086  -10.67995  23.54878
C  -5.18546  -11.97075  22.82247
O  -4.93790  -11.55491  21.50621
C  -5.28698  -10.31942  21.26207
O  -5.27121  -9.66878  20.27173
O  -5.57072  -9.75400  22.46274
H  -7.02164  -9.80618  24.83690
H  -6.44845  -11.50602  25.23764
H  -7.47961  -11.22697  23.84608
H  -4.59555  -10.38137  24.18218
H  -6.02301  -12.65998  22.93004
H  -4.30839  -12.50856  23.18249
C  -4.22732  -6.83518  29.02584
C  -4.34405  -7.83978  30.30588
C  -5.31937  -7.49845  31.46634
O  -5.68205  -8.78070  31.92836
C  -5.65621  -9.57667  30.87162
O  -6.23631  -10.64884  30.90380
O  -4.92819  -9.03666  29.83723
H  -3.89430  -5.83196  29.29180
H  -5.10577  -6.90609  28.38443
H  -3.43008  -7.10535  28.33337
H  -3.30967  -8.06841  30.56256
H  -6.14442  -6.81826  31.25484
H  -4.70619  -7.00493  32.22035
C  -2.74527  -2.57275  27.86154
C  -1.99289  -1.61235  28.81786
C  -1.16495  -0.49973  28.16475
O  -1.59767  0.59379  29.00658
C  -2.67442  0.34957  29.76916
O  -3.20720  1.10216  30.55794
O  -2.92756  -0.93646  29.66376
H  -2.08705  -3.27243  27.34647
H  -3.17507  -2.09714  26.97997
H  -3.37928  -3.18738  28.50057
H  -1.25145  -2.11281  29.44068
H  -1.43045  -0.42401  27.11029
H  -0.09066  -0.64201  28.28202
C  -7.47185  -1.11491  21.96395
C  -7.24203  -1.91623  23.31956
C  -5.88856  -2.64195  23.53212
O  -5.27068  -1.92120  24.53893
C  -6.11395  -1.04549  25.12951
O  -5.92372  -0.30946  26.07596
O  -7.21665  -0.95256  24.33262
H  -7.74354  -1.67721  21.07059
H  -6.57265  -0.57679  21.66402
H  -8.26897  -0.37149  21.97088
H  -8.11925  -2.55686  23.41004
H  -5.25013  -2.60046  22.64963
H  -6.09230  -3.65322  23.88415
O  -1.18552  -5.47149  22.10091
S  -0.59498  -4.15796  22.16090
O  -0.94694  -3.07574  21.22292
O  -0.79633  -3.51844  23.71618
C  0.27633  -2.69464  24.10306
C  1.51921  -3.29407  23.35777
O  1.05510  -4.18656  22.39512
H  0.06946  -1.64824  23.87866
H  0.30843  -2.65925  25.19201
H  2.22859  -3.77893  24.02843
H  2.02320  -2.43813  22.90894
O  3.05869  -11.24372  24.07294
S  2.34063  -10.56510  25.16944
O  1.74504  -11.37746  26.27103
O  3.33707  -9.46723  25.93053
C  3.01038  -8.09189  25.69772
C  1.55522  -8.12045  25.21615
O  1.30026  -9.39333  24.63306
H  2.88877  -7.58021  26.65243
H  3.77859  -7.70985  25.02541
H  1.28120  -7.32108  24.52766
H  0.83135  -8.03528  26.02662
O  -3.05471  0.72582  24.97906
S  -2.44611  0.32673  23.67861
O  -2.74570  -1.03403  23.15666
O  -2.69178  1.41111  22.45440
C  -1.62994  2.28809  22.26677
C  -0.40421  1.46325  22.60053
O  -0.78641  0.62900  23.70111
H  -1.63804  2.69565  21.25587
H  -1.85841  3.09656  22.96123
H  0.35052  2.12320  23.02826
H  0.00250  0.82019  21.82005
Cl  2.15297  -5.81697  29.16034
C  1.26957  -4.75331  28.02008
Cl  1.99822  -4.86901  26.38800
Cl  0.94278  -3.10650  28.64258
H  0.30027  -5.22006  27.84486

Properties
Relative energy (zero: lowest compared OMol25 entry of this formula, charge and spin), eV: 0.000
Kohn-Sham gap, eV: 10.500
SMILES string: C[C@H]1COC(=O)O1.C[C@H]1COC(=O)O1.C[C@H]1COC(=O)O1.C[C@H]1COC(=O)O1.C[C@H]1COC(=O)O1.C[C@H]1COC(=O)O1.O=S1(=O)OCCO1.O=S1(=O)OCCO1.O=S1(=O)OCCO1.ClC(Cl)Cl
Net charge: 0
Multiplicity: 1

---

The following is a quantum chemistry calculation of a structure of composition C6H12CrO14S2 at a distorted geometry, from OMol25.

CARTESIAN COORDINATES (ANGSTROEM)
Cr  -18.27964  12.31853  -3.44849
S  -19.65086  14.26763  -2.08741
O  -19.53007  13.90081  -3.49962
O  -18.82774  13.22077  -1.55438
O  -18.81403  15.45463  -1.82298
O  -20.98740  14.21786  -1.59568
S  -15.72522  11.91136  -2.69678
O  -16.75590  11.01662  -3.16846
O  -16.42307  13.13424  -2.90760
O  -15.63423  11.86338  -1.28632
O  -14.40375  11.86405  -3.29804
C  -15.55935  11.70508  -7.13839
O  -16.84929  11.28686  -7.42509
C  -17.85927  11.78712  -6.68492
O  -17.88630  12.24992  -5.55266
O  -18.97989  11.81633  -7.47235
C  -20.13203  12.63155  -7.13216
H  -14.87109  10.88000  -7.32182
H  -15.40369  12.07130  -6.12362
H  -15.31425  12.60272  -7.70608
H  -20.72029  12.38246  -6.24898
H  -20.79395  12.54561  -7.99389
H  -19.80422  13.65528  -6.95155
C  -21.25424  10.99931  -1.00987
O  -21.04044  9.76184  -1.72898
C  -20.26195  9.81320  -2.84829
O  -19.63953  10.82059  -3.18784
O  -20.27407  8.58560  -3.46250
C  -19.34266  8.24366  -4.57730
H  -20.43950  11.50607  -0.49268
H  -22.08316  10.86066  -0.31578
H  -21.57427  11.81066  -1.66362
H  -19.48187  7.16307  -4.54516
H  -18.30753  8.48554  -4.33621
H  -19.57211  8.87034  -5.43912

Properties
Relative energy (zero: lowest compared OMol25 entry of this formula, charge and spin), eV: 1.109
Kohn-Sham gap (spin up / spin down), eV: 6.361 / 3.871
<S²>: 8.766
Net charge: -1
Multiplicity: 6

---

The following is a quantum chemistry calculation of a structure of composition C6H15AgF6N7O11S2 at a distorted geometry, from OMol25.

CARTESIAN COORDINATES (ANGSTROEM)
Ag  -0.41140  -0.28052  0.09739
C  3.43855  -1.38953  1.90983
F  3.41252  -0.11309  2.33953
F  4.60563  -1.92762  2.05223
F  2.62305  -2.08727  2.70338
S  2.83980  -1.51456  0.07181
O  4.03972  -1.47025  -0.74057
O  2.14002  -2.80801  -0.00829
N  1.72577  -0.13069  -0.00104
S  2.65507  1.04449  -0.55185
O  2.07229  2.38163  -0.46325
O  3.98487  0.95511  -0.02484
C  2.75797  0.73954  -2.52997
F  2.46723  -0.51866  -2.93243
F  1.81148  1.48965  -3.09664
F  3.98239  1.04131  -3.02836
O  -4.79894  -1.08012  0.63333
C  -3.53587  -1.50616  0.40286
O  -2.69906  -0.67269  0.13561
O  -3.27662  -2.64275  0.54795
H  -4.92098  -2.00707  0.85121
O  -0.35456  -1.95974  1.64289
H  0.25595  -2.48130  2.16393
H  -1.20746  -2.36737  1.79333
C  -1.10101  2.79785  -0.92905
O  -0.90663  1.57858  -0.94593
N  -1.95163  3.42949  -1.66742
N  -0.41726  3.54242  -0.08132
H  -2.46990  2.79841  -2.26175
H  -2.01299  4.43706  -1.70120
H  -0.29314  4.43095  -0.54524
H  0.36271  3.18014  0.44830
C  -0.79745  -1.96128  -2.79677
O  -0.49893  -1.25527  -1.82090
N  0.06461  -2.16981  -3.84712
N  -1.68841  -2.85916  -2.69685
H  0.84150  -1.53075  -3.93734
H  -0.24456  -2.79000  -4.58188
H  -2.24289  -2.66469  -1.87537
H  -2.00541  -3.61484  -3.28724
C  -0.87305  1.38255  3.08278
O  -0.63695  1.09118  1.91003
N  -0.55604  0.66501  4.10320
N  -1.56537  2.44616  3.41042
H  -0.73687  0.97801  5.04630
H  -0.04409  -0.19806  3.98867
H  -2.04370  2.44561  4.29997
H  -1.78999  3.14596  2.71765

Properties
Relative energy (zero: lowest compared OMol25 entry of this formula, charge and spin), eV: 0.000
Kohn-Sham gap (spin up / spin down), eV: 9.366 / 6.540
<S²>: 0.752
Net charge: 0
Multiplicity: 2

---

| no. | E (a.u.) |
| --- | --- |
| 1 | -991.813374 |
| 2 | -6042.848396 |
| 3 | -3130.060428 |
| 4 | -2991.077130 |